Formula: C16H34O3P2PbS
Source: the OMol25 dataset
Level of theory: wB97M-V/def2-TZVPD

- Total charge: +2
- Total energy: -2128.817441 a.u.
- Energy relative to the best compared isomer or geometry (same formula, charge and spin): 0.000 eV
- HOMO-LUMO gap (alpha / beta): 0.2624 / 0.2497 hartree
- Lowest unoccupied orbital energy (alpha / beta): -0.2331 / -0.2458 Eh

```
57
Properties=species:S:1:pos:R:3:lowdin_charge:R:1
H -0.603 0.034 1.652 0.1187
H -1.614 -0.269 0.298 0.0639
H -1.614 2.800 1.702 0.0037
H 1.522 2.430 -0.208 0.1413
H -5.725 0.410 3.744 0.0775
H 0.016 0.531 -1.323 0.0784
P 2.564 0.678 -1.264 0.9391
O -3.596 0.835 1.726 -0.5342
C 2.278 -1.060 -1.733 -0.2804
H -2.203 -1.253 -2.772 0.0733
H -2.602 4.173 1.104 0.0087
H 0.221 -4.352 -2.234 0.0744
H 3.172 -1.367 -2.308 0.1277
H 4.890 0.731 -1.610 0.0713
C 0.001 -1.687 0.401 -0.3308
O -3.978 2.646 3.420 -0.2785
C 1.990 1.266 1.432 -0.0711
H 2.425 -1.855 2.654 0.1435
H -2.760 -2.135 -1.304 0.0837
C 1.554 1.349 0.053 -0.3684
P -0.341 -2.114 -1.442 1.0060
C 0.077 0.851 -0.270 -0.1807
H 2.358 -1.641 -0.793 0.0651
H 3.195 -1.138 1.278 0.1081
H -1.157 3.659 0.181 -0.0251
C 1.322 -1.999 0.925 -0.1160
H 3.485 1.556 -3.232 0.0811
O -4.960 2.740 1.135 -0.5139
H 1.262 -2.209 -3.213 0.1120
C 2.218 -1.232 1.773 -0.1641
C -2.011 -2.116 -2.114 -0.1434
H -0.740 -2.387 0.849 0.1476
Pb -3.387 1.947 -0.414 1.2480
H 1.715 1.283 -3.430 0.0661
C 2.499 1.660 -2.757 -0.1331
C 1.793 0.156 2.334 -0.1761
H 2.490 0.418 3.153 0.1379
H 4.467 1.526 -0.064 0.0828
H -6.693 1.831 3.264 0.0858
H -0.564 1.746 -0.227 0.0407
C 0.990 -1.411 -2.500 -0.2881
H 1.668 -3.034 0.753 0.1143
H 0.790 0.068 2.797 0.1305
H -0.536 -4.383 -0.615 0.0868
S -4.515 1.893 2.320 0.4457
H 1.194 -3.937 -0.825 0.0572
H 2.605 2.105 1.767 0.1292
C -1.993 3.311 0.806 -0.3191
H 4.528 -0.265 -0.184 0.0672
C 4.276 0.661 -0.709 -0.1439
H 0.619 -0.565 -3.106 0.0851
C 0.187 -3.859 -1.257 -0.1675
C -5.993 1.064 2.908 -0.1209
H -6.425 0.470 2.095 0.0738
H -2.134 -3.035 -2.714 0.0832
C -0.555 -0.236 0.589 -0.1903
H 2.325 2.713 -2.489 0.0860
```

***

Formula: C16H34OP2Zr
Source: the OMol25 dataset
Level of theory: wB97M-V/def2-TZVPD

- Total charge: +2
- Total energy: -1434.155068 a.u.
- Energy relative to the best compared isomer or geometry (same formula, charge and spin): 0.000 eV
- HOMO-LUMO gap (alpha / beta): 0.1128 / 0.1121 hartree
- Lowest unoccupied orbital energy (alpha / beta): -0.3049 / -0.3058 Eh

```
54
Properties=species:S:1:pos:R:3:lowdin_charge:R:1
C 1.522 -3.711 -5.468 -0.2531
H 1.635 -4.367 -6.339 0.0730
H 1.461 2.810 -3.100 0.0983
H -1.586 0.466 -2.642 0.0753
H -0.216 -5.274 -6.714 0.0616
C 0.603 1.984 -5.459 -0.1944
H -0.732 -5.705 -5.065 0.0577
C -0.437 4.243 -1.191 -0.0584
H -1.624 -2.442 -0.330 0.0969
H 2.251 -2.708 -1.407 0.0109
H -2.513 2.482 -1.976 0.1441
C -0.810 -4.944 -5.855 -0.2285
H -2.433 2.716 -3.723 0.0906
C -0.931 3.886 -2.605 -0.1727
C -0.925 1.303 -2.935 -0.3503
H -2.078 -0.926 -1.193 0.0841
H -1.852 -4.845 -6.153 0.0574
H 2.310 1.445 -2.384 0.1394
P -0.271 -3.286 -5.263 0.7408
C 0.242 -0.728 -5.904 -0.3800
C -1.799 2.589 -2.827 -0.1251
O -0.741 -2.198 -2.167 -0.4921
H 1.917 2.042 -0.126 0.1193
H 0.402 3.561 0.686 0.1182
H 1.142 -1.016 -5.323 0.0522
C 0.451 3.581 -0.416 -0.1040
H -0.087 3.842 -3.352 0.0874
H -1.529 1.388 -6.761 0.0622
H 1.875 -4.258 -4.561 0.0192
C 2.305 -2.794 -2.505 -0.2821
H -0.828 5.225 -0.818 0.1258
C -0.694 -1.878 -6.277 -0.3653
C -1.940 1.048 -5.797 -0.1832
H 3.059 -3.560 -2.730 0.0118
H 1.665 1.715 -5.348 0.0641
C 1.697 2.833 -0.871 -0.1684
H -1.571 4.702 -2.947 0.1119
H -0.489 -1.109 -0.421 0.0885
H 2.605 3.465 -0.913 0.1347
H -2.572 0.172 -6.010 0.0443
H 0.439 2.974 -5.030 0.0422
H -1.749 -1.599 -6.107 0.0783
H 2.128 -2.814 -5.604 0.0579
H -0.601 -2.167 -7.333 0.1165
H 2.633 -1.840 -2.925 0.0066
H 0.396 2.068 -6.542 0.0612
C -1.261 -1.642 -0.999 -0.1781
P -0.449 0.595 -4.775 1.0229
Zr 0.323 -3.547 -2.989 1.3726
C 0.195 1.402 -2.048 -0.0862
H 0.595 -0.209 -6.822 0.1070
H -0.078 1.201 -0.994 0.1350
C 1.446 2.130 -2.229 -0.1990
H -2.557 1.869 -5.398 0.0512
```

***

Formula: C16H35FIN2O4PTl
Source: the OMol25 dataset
Level of theory: wB97M-V/def2-TZVPD

- Total charge: +3
- Total energy: -1950.974393 a.u.
- HOMO-LUMO gap: 0.0827 hartree
- Lowest unoccupied orbital energy: -0.5453 Eh

```
61
Properties=species:S:1:pos:R:3:lowdin_charge:R:1
I -3.089 4.264 0.249 0.9699
C -3.058 0.473 -0.587 -0.2896
H 4.336 2.153 -0.323 0.1435
H -1.446 -0.181 -3.304 0.1120
C -1.561 -2.113 0.688 -0.1649
H 1.342 0.740 -2.571 0.1193
C -4.093 2.657 1.429 -0.5941
H -2.196 -0.423 2.102 0.1707
H 1.135 -1.859 2.261 0.0978
C 0.863 -2.889 1.776 -0.1996
C 2.381 -1.850 -0.271 -0.1662
H -1.424 1.447 0.333 0.1014
C -1.501 -0.542 1.143 -0.1707
H 4.014 2.406 2.269 0.1051
H 2.117 1.367 2.000 0.1363
H 3.615 0.668 0.580 0.1132
H -3.948 -0.459 -4.220 0.1139
C 2.201 -0.064 -2.379 -0.2694
H 1.275 -2.175 -2.313 0.1173
H -2.704 -2.445 0.791 0.1187
H -0.396 -0.371 1.566 0.1379
C 3.420 1.387 -0.354 -0.1958
O -1.591 -0.998 -2.709 -0.2131
H 0.535 2.272 1.522 0.1255
H -5.207 -0.138 -0.208 0.1711
H -3.133 1.531 -1.144 0.1238
C -4.362 0.446 0.404 -0.0981
O 2.123 3.584 2.088 -0.1377
O -4.965 1.803 0.619 -0.1180
F -3.120 1.955 2.292 -0.1076
N -3.985 -2.135 -1.708 -0.0322
H -1.136 -2.657 2.901 0.1386
C 3.573 0.550 -1.746 -0.1842
H 0.489 -0.905 -1.132 0.0863
H 0.683 -3.511 -0.416 0.1060
H -4.251 -2.100 -0.701 0.0150
H 2.478 -0.481 -3.462 -0.2180
H 2.329 3.399 -0.480 0.1459
H 4.116 4.323 2.288 0.1453
O -4.155 0.012 -3.353 -0.1717
H -1.150 -4.146 1.695 0.1418
H 1.105 1.865 -0.705 0.0935
C -0.768 -3.041 1.832 -0.1722
H -4.236 -0.161 1.395 0.1589
H -4.812 3.260 2.168 0.1584
H 2.307 -4.072 0.425 0.1348
H -1.163 -2.314 -0.396 0.0984
C 2.068 2.291 -0.199 -0.1058
N -1.710 0.477 0.071 0.0676
C 3.481 3.386 2.667 -0.0434
H 2.248 -1.027 0.583 0.0963
C 1.540 -3.174 0.311 -0.1723
C 1.724 2.326 1.438 -0.1934
H 3.462 3.313 3.851 0.1463
Tl 2.693 -1.143 -5.274 1.1652
H 4.332 -0.359 -1.619 0.1353
C 1.527 -1.309 -1.560 -0.2060
H 4.040 1.283 -2.547 0.1327
H 1.299 -3.719 2.514 0.1420
P -3.199 -0.776 -2.079 0.8076
H 3.510 -2.099 -0.491 0.1306
```

***

Formula: C16H35NO19PS2
Source: the OMol25 dataset
Level of theory: wB97M-V/def2-TZVPD

- Total charge: -1
- Total energy: -3252.868929 a.u.
- HOMO-LUMO gap: 0.3286 hartree
- Lowest unoccupied orbital energy: 0.0740 Eh

```
74
Properties=species:S:1:pos:R:3:lowdin_charge:R:1
H -3.395 0.051 -5.332 0.0982
C 4.036 4.336 2.555 -0.0249
H -5.104 -3.435 -3.794 0.0765
S 1.207 -4.206 1.508 0.4831
H 7.490 7.502 2.578 0.0732
C -3.773 1.008 -5.687 -0.0361
H -2.937 1.694 -5.800 0.0934
H -4.481 1.427 -4.974 0.0990
H -6.344 -5.479 -3.151 0.1180
C -8.260 -0.448 -7.716 -0.0683
O -4.389 0.875 -6.971 0.0074
C -2.125 -7.593 -0.389 -0.0277
C 4.613 0.469 2.613 -0.0467
C 2.649 3.790 6.041 -0.0743
O 2.167 1.812 4.682 0.0342
H 3.725 3.759 5.870 0.0682
C -3.794 -6.368 -1.416 -0.6208
H -4.273 -4.881 -4.409 0.0805
C 3.390 1.379 4.359 -0.6259
O 0.234 -1.229 2.090 -0.1485
C 5.706 8.652 3.001 -0.2180
H 6.990 8.566 1.274 0.0808
H 2.471 4.241 7.018 0.0775
O -4.784 -6.454 -2.307 0.0321
O 1.574 -4.134 0.059 -0.4150
O -3.421 -5.371 -0.868 0.1306
H -9.093 -1.114 -7.946 0.0787
H 1.203 -1.294 2.176 0.0356
O 4.511 -2.563 3.011 -0.4207
H 5.088 -0.247 3.276 0.0810
O 0.580 -5.532 1.782 -0.3946
H 5.320 9.647 2.780 0.1194
O 5.710 6.060 3.646 0.1295
H -1.847 -8.634 -0.238 0.0909
O 3.342 0.886 3.128 0.0099
H 2.471 1.741 6.734 0.1252
C 2.041 2.402 5.980 -0.2106
H -3.648 -4.043 -2.998 0.0757
O -5.912 -0.004 -8.219 0.0365
O 3.946 5.739 2.279 0.0150
O 4.365 1.441 5.058 0.1250
H -7.174 -0.938 -9.496 0.1203
H 0.971 2.466 6.175 0.1212
H -8.125 -0.428 -6.636 0.0728
H 5.756 8.557 4.087 0.1235
H 7.761 9.242 2.726 0.0775
C 7.069 8.482 2.360 -0.0691
H 4.028 4.147 3.625 0.0718
H -5.720 -4.700 -1.705 0.1228
C -4.565 -4.339 -3.507 -0.0641
H 4.479 -3.691 1.007 0.0772
C -5.355 -0.040 -7.009 -0.6186
O -3.272 -7.581 -1.251 0.0034
H 2.216 4.429 5.269 0.0784
H 4.936 3.923 2.101 0.1009
O 4.749 7.731 2.469 0.0344
S 3.642 -3.035 1.888 0.5908
H -6.713 -1.918 -8.113 0.1246
C -7.001 -0.912 -8.421 -0.2142
O 3.069 -1.885 1.136 -0.4335
O -0.939 -3.189 3.314 -0.3303
H 3.167 3.857 2.110 0.1060
H -1.294 -7.071 -0.861 0.1039
H 4.438 -0.013 1.658 0.0725
P -0.331 -2.777 2.005 0.4759
C 4.883 6.468 2.878 -0.6154
H -8.519 0.565 -8.029 0.0809
H -2.254 -3.119 1.258 0.0657
O -5.675 -0.760 -6.104 0.1242
H 5.253 1.341 2.457 0.0875
O -1.453 -2.845 0.806 -0.1490
H -2.352 -7.147 0.577 0.0989
C -5.429 -5.216 -2.622 -0.2178
N 2.506 -4.051 2.560 -0.3658
```